Record 1
7
Properties=species:S:1:pos:R:3:forces:R:3:lowdin_charge:R:1 method="wB97M-V/def2-TZVPD" total_charge=-1 energy_ev=-9269.5160 multiplicity=1 e_homo_ev=-2.683
C 0.4755 -0.5667 1.8307 -0.1 -1.0 -0.1 -0.476
C -0.4887 0.6807 -0.7304 -0.3 -1.1 0.1 -0.079
C -0.3678 0.1590 -1.8426 -0.1 -2.8 -2.6 -0.529
O -0.3346 -0.5997 -2.8356 0.1 1.7 1.4 -0.160
O 1.1215 0.3767 1.9850 0.2 0.8 0.1 0.167
O -0.0650 -1.5964 1.8231 -0.2 0.3 -0.1 0.168
H -0.3408 1.5463 -0.2301 0.3 2.3 1.3 -0.090

Record 2
7
Properties=species:S:1:pos:R:3:forces:R:3:lowdin_charge:R:1 method="wB97M-V/def2-TZVPD" total_charge=-1 energy_ev=-9267.1905 multiplicity=1 e_homo_ev=-3.785
C -0.1414 0.1886 -0.2344 1.6 1.9 -0.8 -0.140
C -1.2191 -0.5865 -0.0670 -0.9 -0.7 2.4 -0.567
C 1.1246 0.6138 -0.0206 0.4 -4.6 -0.6 -0.427
O 1.8747 1.5148 0.2197 0.1 1.0 0.1 -0.045
O -1.7218 -1.6401 0.2451 -0.3 0.3 -1.0 0.043
O -1.5865 0.7368 0.1033 -0.3 -0.5 -0.5 -0.002
H 1.6694 -0.8273 -0.2461 -0.7 2.7 0.3 0.138

Record 3
8
Properties=species:S:1:pos:R:3:forces:R:3:lowdin_charge:R:1 method="wB97M-V/def2-TZVPD" total_charge=-1 energy_ev=-37679.5277 multiplicity=1 e_homo_ev=-3.291
C 1.1647 0.5753 0.1762 0.3 0.0 0.8 -1.164
C -1.0891 -0.0121 -0.4256 -0.9 0.7 -0.7 -0.836
C -0.7875 -1.2042 0.0741 1.0 -0.1 0.6 -0.743
O -0.6567 -2.3807 -0.1443 -0.3 -0.7 -0.1 -0.040
S 0.2908 -0.2412 1.4550 0.1 0.0 -0.2 0.779
S 1.5885 2.1549 0.2023 -0.1 0.0 -0.2 0.457
S -2.0640 1.2065 -0.7635 -0.1 0.2 0.0 0.536
H 1.5533 -0.0985 -0.5742 -0.1 -0.1 -0.2 0.011

Record 4
9
Properties=species:S:1:pos:R:3:forces:R:3:lowdin_charge:R:1 method="wB97M-V/def2-TZVPD" smiles="O=c1sc(I)c(I)n1[S-]" total_charge=-1 energy_ev=-44520.0777 multiplicity=1 e_homo_ev=-3.381
O -2.3364 -0.0972 -1.6111 -0.2 0.0 -0.2 -0.011
C -1.3497 -0.0495 -0.9385 0.6 1.9 -0.4 -0.753
S -0.1497 1.6071 -1.1051 -0.7 -1.2 -0.2 0.759
C 1.0013 0.9125 -0.0254 1.0 1.5 0.2 -1.183
I 2.7780 2.1719 0.3613 -1.0 -0.9 -0.1 0.618
C 0.7012 -0.2088 0.5843 -2.9 -1.3 -1.0 -0.875
I 1.4996 -1.3201 2.1149 0.0 0.4 -0.4 0.798
N -0.8203 -0.7922 -0.0189 4.3 1.2 2.0 -0.630
S -1.3240 -2.2237 0.6385 -1.1 -1.4 0.2 0.278

| no. | F_max (eV/Å) | HOMO-LUMO gap (eV) | lowest unoccupied orbital energy (eV) |
| --- | --- | --- | --- |
| 1 | 3.83 | 6.2 | 3.495 |
| 2 | 4.67 | 8.0 | 4.206 |
| 3 | 1.33 | 6.7 | 3.384 |
| 4 | 4.89 | 5.7 | 2.290 |